2 unconnected molecules or ions with the total composition C2H5NO. Source: OMol25; level of theory: wB97M-V/def2-TZVPD.

Output
Energy above the lowest of the compared OMol25 structures with the same formula, charge and spin   6.0564 eV
M   59.1 Da
Calculated total energy   -5687.173 eV

Structure (ORCA input):
```
! RIJCOSX wB97M-V def2-TZVPD def2/J DEFGRID3
* xyz 0 1
O 0.136 -1.122 1.495
C -0.115 -0.157 0.787
C -0.446 1.117 1.190
N 0.163 -0.738 -1.660
H 0.129 -0.259 -0.345
H -0.094 1.368 2.191
H -0.762 1.821 0.433
H 0.351 -1.731 -1.661
H 0.637 -0.300 -2.432
*
```

---

2 unconnected molecules or ions with the total composition C2H5NO. Source: OMol25; level of theory: wB97M-V/def2-TZVPD.

Output
SMILES   CN=C=O.[H][H]
Energy above the lowest of the compared OMol25 structures with the same formula, charge and spin   1.6856 eV
M   59.1 Da
Calculated total energy   -5691.544 eV

Structure (ORCA input):
```
! RIJCOSX wB97M-V def2-TZVPD def2/J DEFGRID3
* xyz 0 1
C 1.454 0.076 -0.377
N 0.081 0.024 0.078
C -0.906 -0.158 -0.598
O -1.915 -0.328 -1.172
H 1.728 -0.863 -0.867
H 2.107 0.234 0.481
H 1.589 0.900 -1.083
H -2.402 0.192 1.671
H -1.738 -0.076 1.867
*
```

---

C2H5NO in the gas phase. Source: OMol25; level of theory: wB97M-V/def2-TZVPD.

Output
SMILES   C=[N+](C)[O-]
Energy above the lowest of the compared OMol25 structures with the same formula, charge and spin   3.5314 eV
M   59.1 Da
Calculated total energy   -5689.698 eV

Structure (ORCA input):
```
! RIJCOSX wB97M-V def2-TZVPD def2/J DEFGRID3
* xyz 0 1
C -0.968 0.318 1.498
N -0.796 -0.254 0.322
C 0.444 -0.926 -0.096
O -1.723 -0.355 -0.564
H -1.945 0.486 1.777
H -0.232 0.405 2.312
H 1.197 -0.839 0.702
H 0.331 -1.925 -0.316
H 0.793 -0.603 -1.100
*
```

---

2 unconnected molecules or ions with the total composition C2H5NO. Source: OMol25; level of theory: wB97M-V/def2-TZVPD.

Output
Energy above the lowest of the compared OMol25 structures with the same formula, charge and spin   7.2091 eV
M   59.1 Da
Calculated total energy   -5686.020 eV

Structure (ORCA input):
```
! RIJCOSX wB97M-V def2-TZVPD def2/J DEFGRID3
* xyz 0 1
C 0.420 0.047 -0.318
C -0.912 0.356 0.261
N 1.426 -0.803 0.127
O 1.598 0.630 -0.083
H -0.162 -0.525 -2.340
H -0.933 0.122 1.331
H -1.672 -0.240 -0.235
H -1.145 1.409 0.120
H 1.380 -0.997 1.137
*
```

---

C2H5NO in the gas phase. Source: OMol25; level of theory: wB97M-V/def2-TZVPD.

Output
Energy above the lowest of the compared OMol25 structures with the same formula, charge and spin   4.8318 eV
M   59.1 Da
Calculated total energy   -5688.398 eV

Structure (ORCA input):
```
! RIJCOSX wB97M-V def2-TZVPD def2/J DEFGRID3
* xyz 0 1
C 1.151 -1.441 0.050
C -0.692 0.405 0.040
N 0.686 -0.266 -0.015
O 1.592 0.841 -0.074
H 2.358 0.718 0.456
H 0.338 -2.203 0.019
H -1.521 -0.176 -0.318
H -0.920 0.677 1.063
H -0.884 1.388 -0.479
*
```

---

2 unconnected molecules or ions with the total composition C2H5NO. Source: OMol25; level of theory: wB97M-V/def2-TZVPD.

Output
Energy above the lowest of the compared OMol25 structures with the same formula, charge and spin   7.8320 eV
M   59.1 Da
Calculated total energy   -5685.398 eV

Structure (ORCA input):
```
! RIJCOSX wB97M-V def2-TZVPD def2/J DEFGRID3
* xyz 0 1
C 0.442 0.031 0.015
C -0.943 -0.365 -0.202
N 1.222 0.951 0.620
O 0.987 0.922 -0.806
H 1.288 -1.898 0.295
H -1.476 0.347 -0.748
H -1.471 -0.561 0.638
H -0.903 -1.185 -1.009
H 0.852 1.757 1.197
*
```

---

C2H5NO2 in the gas phase. Source: OMol25; level of theory: wB97M-V/def2-TZVPD.

Output
SMILES   C=CNOO
Energy above the lowest of the compared OMol25 structures with the same formula, charge and spin   6.6161 eV
M   75.1 Da
Calculated total energy   -7734.135 eV

Structure (ORCA input):
```
! RIJCOSX wB97M-V def2-TZVPD def2/J DEFGRID3
* xyz 0 1
C 0.468 -0.893 1.229
C -0.149 -0.521 -0.064
N -0.718 0.784 -0.066
O -1.272 1.270 -1.134
O -0.188 1.835 -2.114
H 0.621 -1.913 1.419
H 0.791 -0.158 2.017
H -0.564 -1.027 -0.841
H -0.435 1.559 0.551
H -0.886 2.295 -2.583
*
```

---

A molecular structure, C2H5NO2. Source: OMol25; level of theory: wB97M-V/def2-TZVPD.

Output
Energy above the lowest of the compared OMol25 structures with the same formula, charge and spin   1.4944 eV
M   75.1 Da
Calculated total energy   -7739.257 eV

Structure (ORCA input):
```
! RIJCOSX wB97M-V def2-TZVPD def2/J DEFGRID3
* xyz 0 1
C -1.023 0.914 -1.459
N 0.165 0.487 -1.459
H -1.759 0.434 -0.828
H -1.331 1.748 -2.084
H 0.846 1.076 -1.918
H 0.625 -0.267 -0.586
O 1.116 -0.909 0.368
C 0.317 -0.682 1.350
O -0.641 0.086 1.385
H 0.513 -1.288 2.258
*
```

---

2 unconnected molecules or ions with the total composition C2H5NO2P. Source: OMol25; level of theory: wB97M-V/def2-TZVPD.

Output
Energy above the lowest of the compared OMol25 structures with the same formula, charge and spin   3.4168 eV
M   106.0 Da
Calculated total energy   -17028.100 eV

Structure (ORCA input):
```
! RIJCOSX wB97M-V def2-TZVPD def2/J DEFGRID3
* xyz -1 1
C 0.992 -0.748 0.345
C 1.237 0.689 0.339
N 1.977 -1.532 -0.002
O -2.634 0.946 0.848
O -2.651 -0.264 -1.258
P -2.423 -0.412 0.426
H 2.174 1.022 -0.345
H 0.277 1.183 0.097
H 1.566 1.052 1.305
H 1.948 -2.557 -0.039
H -2.463 0.620 -1.716
*
```

---

2 unconnected molecules or ions with the total composition C2H5NO2S. Source: OMol25; level of theory: wB97M-V/def2-TZVPD.

Output
SMILES   CC#[N+][O-].OS
Energy above the lowest of the compared OMol25 structures with the same formula, charge and spin   4.3375 eV
M   107.1 Da
Calculated total energy   -18571.232 eV

Structure (ORCA input):
```
! RIJCOSX wB97M-V def2-TZVPD def2/J DEFGRID3
* xyz 0 1
C 2.215 0.597 -0.238
C 1.469 -0.653 -0.045
N 0.745 -1.535 -0.235
O 0.164 -2.603 -0.151
H 2.798 0.486 -1.106
H 1.452 1.329 -0.331
H 3.020 0.717 0.552
O -2.251 -0.091 0.276
S -3.602 0.655 -0.145
H -2.492 -0.795 0.884
H -3.517 1.894 0.539
*
```

---

C2H5NO2S in the gas phase. Source: OMol25; level of theory: wB97M-V/def2-TZVPD.

Output
Energy above the lowest of the compared OMol25 structures with the same formula, charge and spin   4.9553 eV
M   107.1 Da
Calculated total energy   -18570.614 eV

Structure (ORCA input):
```
! RIJCOSX wB97M-V def2-TZVPD def2/J DEFGRID3
* xyz 0 1
C 1.030 -0.209 0.192
C 0.093 1.396 0.007
N -0.325 -0.859 -0.193
O -2.370 0.710 -0.431
O -0.395 -2.167 0.124
S -1.326 0.383 0.532
H 1.804 -0.015 -0.532
H 1.432 -0.321 1.165
H 0.425 2.075 0.726
H 0.265 1.728 -0.927
H -0.631 -2.721 -0.663
*
```

---

C2H5NO2S in the gas phase. Source: OMol25; level of theory: wB97M-V/def2-TZVPD.

Output
Energy above the lowest of the compared OMol25 structures with the same formula, charge and spin   4.7990 eV
M   107.1 Da
Calculated total energy   -18570.770 eV

Structure (ORCA input):
```
! RIJCOSX wB97M-V def2-TZVPD def2/J DEFGRID3
* xyz 0 1
C 0.326 0.266 0.894
C 0.788 -0.144 -0.440
N -0.698 2.158 -0.218
O -0.200 -0.078 -1.426
O -2.578 0.442 -0.806
S -1.221 1.322 -1.325
H -0.618 -0.093 1.253
H 0.997 0.739 1.586
H 1.669 0.432 -0.747
H 1.059 -1.212 -0.416
H -2.936 -0.096 -1.516
*
```

---

A molecular structure, C2H5NO3P2. Source: OMol25; level of theory: wB97M-V/def2-TZVPD.

Output
Energy above the lowest of the compared OMol25 structures with the same formula, charge and spin   0.9117 eV
M   153.0 Da
Calculated total energy   -28363.927 eV

Structure (ORCA input):
```
! RIJCOSX wB97M-V def2-TZVPD def2/J DEFGRID3
* xyz 0 1
C 0.985 0.033 0.603
C -0.181 -0.619 -0.670
N 0.523 0.403 1.784
O 2.161 -0.019 0.210
O 1.349 -2.690 -0.606
O -1.470 1.396 -0.060
P 1.524 -1.426 -1.263
P -0.698 0.895 -1.458
H -0.960 -1.419 -0.388
H -0.422 0.396 1.816
H 1.081 0.669 2.580
H -2.184 2.101 -0.184
H -1.707 0.279 -2.365
*
```

---

C2H5NO3S in the gas phase. Source: OMol25; level of theory: wB97M-V/def2-TZVPD.

Output
Energy above the lowest of the compared OMol25 structures with the same formula, charge and spin   2.7473 eV
M   123.1 Da
Calculated total energy   -20620.787 eV

Structure (ORCA input):
```
! RIJCOSX wB97M-V def2-TZVPD def2/J DEFGRID3
* xyz 0 1
C 0.797 -0.957 -0.474
C -0.527 -0.464 0.068
N -0.524 -0.194 1.644
O 0.081 2.267 -0.002
O -0.658 1.106 -2.112
O 1.365 0.269 -0.801
S -0.049 1.083 -0.820
H 1.538 -1.290 0.195
H 0.779 -1.646 -1.332
H -1.483 -0.878 -0.121
H 0.118 0.431 1.933
H -1.436 0.272 1.822
*
```

---

C2H5NO3S in the gas phase. Source: OMol25; level of theory: wB97M-V/def2-TZVPD.

Output
SMILES   C=NS(=O)(=O)OC
Energy above the lowest of the compared OMol25 structures with the same formula, charge and spin   4.6657 eV
M   123.1 Da
Calculated total energy   -20618.869 eV

Structure (ORCA input):
```
! RIJCOSX wB97M-V def2-TZVPD def2/J DEFGRID3
* xyz 0 1
C -2.190 0.893 -0.585
N -1.370 0.168 -0.016
S 0.072 -0.179 -0.750
O 0.108 0.835 -2.133
O 0.195 -1.608 -0.850
O 1.121 0.395 0.310
C 1.673 -0.531 1.243
H -1.803 1.263 -1.486
H -3.086 1.117 0.051
H 1.634 -1.403 0.699
H 0.864 -0.681 2.118
H 2.781 -0.270 1.399
*
```

---

A molecular structure, C2H5NO3S. Source: OMol25; level of theory: wB97M-V/def2-TZVPD.

Output
Energy above the lowest of the compared OMol25 structures with the same formula, charge and spin   5.6574 eV
M   123.1 Da
Calculated total energy   -20617.877 eV

Structure (ORCA input):
```
! RIJCOSX wB97M-V def2-TZVPD def2/J DEFGRID3
* xyz 0 1
C -0.126 -0.122 0.807
C -1.414 -0.094 -1.721
N 0.284 -1.082 1.282
O 2.275 1.036 1.251
O 0.566 2.827 1.537
O 0.991 -2.030 1.709
S 1.122 1.775 0.727
H -1.386 0.851 -1.177
H -1.131 -0.999 -1.155
H -2.386 -0.225 -2.171
H -0.724 0.143 -2.518
H 1.930 -2.080 1.430
*
```

---

A molecular structure, C2H5NOS. Source: OMol25; level of theory: wB97M-V/def2-TZVPD.

Output
Energy above the lowest of the compared OMol25 structures with the same formula, charge and spin   4.9827 eV
M   91.1 Da
Calculated total energy   -16523.399 eV

Structure (ORCA input):
```
! RIJCOSX wB97M-V def2-TZVPD def2/J DEFGRID3
* xyz 0 1
C -1.945 0.656 -0.020
C 0.835 -1.018 0.020
H -1.635 0.706 1.152
H -1.642 1.430 -0.647
H -3.046 0.376 -0.293
H 1.473 -1.980 0.700
H 3.013 0.900 -0.139
N 1.319 0.092 -0.323
O 2.683 -0.126 -0.168
S -1.055 -1.036 -0.282
*
```

---

C2H5NOS in the gas phase. Source: OMol25; level of theory: wB97M-V/def2-TZVPD.

Output
SMILES   NCC(O)=S
Energy above the lowest of the compared OMol25 structures with the same formula, charge and spin   1.4497 eV
M   91.1 Da
Calculated total energy   -16526.932 eV

Structure (ORCA input):
```
! RIJCOSX wB97M-V def2-TZVPD def2/J DEFGRID3
* xyz 0 1
N 0.538 1.510 0.299
C -0.297 0.435 -0.237
C 0.076 -0.993 0.221
O -0.847 -1.793 -0.312
S 1.231 -1.522 1.201
H 1.398 1.585 -0.236
H 1.037 0.939 1.060
H -0.506 0.587 -1.269
H -1.232 0.584 0.273
H -1.399 -1.333 -1.000
*
```

---

C2H5NOS in the gas phase. Source: OMol25; level of theory: wB97M-V/def2-TZVPD.

Output
SMILES   CS/C=N\O
Energy above the lowest of the compared OMol25 structures with the same formula, charge and spin   2.7835 eV
M   91.1 Da
Calculated total energy   -16525.598 eV

Structure (ORCA input):
```
! RIJCOSX wB97M-V def2-TZVPD def2/J DEFGRID3
* xyz 0 1
C -0.744 1.379 -1.051
S -0.192 0.751 0.513
C 0.801 -0.621 0.130
N 0.933 -1.629 0.888
O 0.150 -1.488 1.945
H 0.173 1.624 -1.695
H -1.403 0.645 -1.573
H -1.490 2.219 -0.798
H 1.383 -0.625 -0.793
H 0.390 -2.256 2.434
*
```

---

2 unconnected molecules or ions with the total composition C2H5NOS. Source: OMol25; level of theory: wB97M-V/def2-TZVPD.

Output
Energy above the lowest of the compared OMol25 structures with the same formula, charge and spin   4.0281 eV
M   91.1 Da
Calculated total energy   -16524.353 eV

Structure (ORCA input):
```
! RIJCOSX wB97M-V def2-TZVPD def2/J DEFGRID3
* xyz 0 1
C -0.811 0.190 -0.641
C 1.160 -0.364 0.531
N -0.062 0.345 0.286
O -2.360 1.481 -0.773
S -2.295 2.566 0.332
H -1.025 -0.354 -1.538
H 1.435 -1.013 -0.309
H 1.038 -0.966 1.430
H 1.946 0.370 0.704
H -2.974 1.953 1.356
*
```